Molecular formula: C3H14O3S
Method: DFT, wB97M-V/def2-TZVPD

## Properties
E_HOMO: -0.3161 Eh
LUMO level: 0.4472 eV
SMILES string: CCSC.O.O.O

Atoms and positions in Å:
C  2.24999  -0.94221  -1.70849
C  2.54266  -1.13485  -0.25187
S  1.31883  -0.17537  0.76475
C  0.20040  -1.46600  0.96986
H  1.38184  -1.56533  -1.97597
H  2.06533  0.04107  -2.13468
H  2.90063  -1.42610  -2.47182
H  2.68463  -2.16202  0.07664
H  3.58631  -0.74773  -0.04391
H  0.15226  -2.05196  0.05118
H  -0.78297  -1.25041  1.38066
H  0.31585  -2.25963  1.75578
O  3.01452  2.30666  -0.69171
H  2.16853  1.90447  -0.48101
H  3.58527  2.13469  0.06380
O  -5.59237  2.82379  -0.50202
H  -6.43830  2.52726  -0.14281
H  -5.56607  2.38050  -1.35757
O  -3.54122  -1.51465  0.75223
H  -4.37832  -1.12042  0.50655
H  -3.51481  -1.42569  1.70696

Molecular formula: C20H55N5O5
Method: DFT, wB97M-V/def2-TZVPD

## Properties
E_HOMO: -0.3275 Eh
LUMO level: 0.5573 eV
SMILES string: COC[C@H](C)N.COC[C@H](C)N.COC[C@H](C)N.COC[C@H](C)N.COC[C@H](C)N

Atoms and positions in Å:
C  -2.57073  0.93690  3.21080
O  -2.72178  1.57937  4.46252
C  -2.32085  0.77793  5.54343
C  -2.37901  1.58866  6.82021
C  -1.66020  2.91314  6.70860
N  -1.80687  0.78865  7.91755
H  -3.29392  1.39980  2.53866
H  -2.81037  -0.13231  3.24566
H  -1.55699  1.07958  2.83065
H  -2.91133  -0.14804  5.60006
H  -1.26835  0.45621  5.40379
H  -3.44705  1.76300  7.02033
H  -2.19190  3.58948  6.03895
H  -0.62430  2.80083  6.39387
H  -1.68406  3.39887  7.68852
H  -1.98656  -0.19777  7.75467
H  -2.29478  0.99351  8.78136
C  1.95992  3.84011  0.67165
O  1.19240  3.71918  -0.49962
C  1.98636  3.90738  -1.67285
C  1.17208  3.55019  -2.87982
C  1.96730  3.61238  -4.18490
N  0.03496  4.51359  -2.98874
H  2.86218  3.21394  0.65788
H  1.35020  3.47505  1.49974
H  2.27053  4.87537  0.85065
H  2.13034  5.00027  -1.74076
H  2.95850  3.41535  -1.64083
H  0.75958  2.53587  -2.83509
H  1.36487  3.16099  -4.97189
H  2.89361  3.03797  -4.09805
H  2.26636  4.63095  -4.43300
H  -0.28675  4.69583  -2.04320
H  -0.73628  4.04269  -3.44801
C  -2.94272  -0.86370  -2.15564
O  -2.57880  -0.70368  -0.79545
C  -1.26934  -1.07544  -0.47422
C  -0.22205  0.01716  -0.65938
C  1.11697  -0.63854  -0.35056
N  -0.41853  1.04540  0.36257
H  -2.36501  -1.66917  -2.61926
H  -2.71235  0.04762  -2.72019
H  -4.01144  -1.05626  -2.17232
H  -1.22261  -1.31680  0.59380
H  -0.90641  -1.99150  -0.96911
H  -0.24729  0.41515  -1.68650
H  0.98244  -1.14920  0.60453
H  1.97236  0.03389  -0.29830
H  1.33435  -1.39705  -1.11100
H  0.36249  1.67914  0.27258
H  -1.33660  1.46109  0.30553
C  1.00557  -1.62570  -5.36666
O  1.85270  -1.70483  -4.22354
C  3.20375  -1.37071  -4.48096
C  3.42545  0.11203  -4.34517
C  4.85533  0.47853  -4.59393
N  3.01818  0.56020  -2.97670
H  1.32804  -0.83152  -6.04015
H  0.00979  -1.42492  -4.97751
H  0.98171  -2.58494  -5.88890
H  3.85021  -1.95813  -3.82472
H  3.50350  -1.71731  -5.48616
H  2.73320  0.64660  -4.99845
H  5.09467  1.50270  -4.29417
H  5.14882  0.42858  -5.64646
H  5.55001  -0.14624  -4.02399
H  2.18099  -0.00655  -2.86090
H  3.67076  0.34016  -2.23393
C  -3.87596  -3.06743  1.50581
O  -2.61341  -3.43901  1.98117
C  -2.06623  -4.53169  1.27687
C  -0.77787  -4.94190  1.94565
C  0.25294  -3.83022  1.84838
N  -0.29811  -6.17878  1.31113
H  -4.62704  -3.86694  1.46557
H  -3.78677  -2.67304  0.48110
H  -4.30029  -2.25835  2.09796
H  -2.76670  -5.36663  1.17493
H  -1.82820  -4.18007  0.25403
H  -0.91090  -5.09588  3.01856
H  1.18841  -4.04868  2.35789
H  -0.15704  -2.89630  2.25255
H  0.43472  -3.54470  0.80415
H  0.54368  -6.49761  1.77927
H  0.02358  -5.93375  0.37741

Molecular formula: C19H15BiBrNO5S3Se
Method: DFT, wB97M-V/def2-TZVPD

## Properties
E_HOMO: -0.3143 Eh
LUMO level: -1.4475 eV

Atoms and positions in Å:
Bi  0.91701  -1.07430  2.24009
C  0.48559  4.95773  0.71633
C  1.35287  3.75174  0.92556
C  2.69423  3.72677  0.55834
C  3.45436  2.57902  0.72141
C  2.81285  1.48383  1.26460
Br  3.63745  -0.19556  1.53777
N  1.54384  1.47879  1.63115
C  0.82580  2.58499  1.46306
H  1.08644  5.85605  0.58615
H  -0.18409  5.11595  1.56061
H  -0.12994  4.83395  -0.17663
H  3.14871  4.61216  0.13116
H  4.49286  2.53511  0.43131
H  -0.21498  2.52289  1.75602
O  -0.42959  -0.43942  0.86054
C  -1.13606  -0.87889  -0.31198
C  -2.54199  -1.22706  0.13690
C  -2.88988  -1.92853  1.25350
C  -4.28477  -2.17600  1.33918
C  -4.96216  -1.65609  0.27883
S  -3.92009  -0.85776  -0.81085
C  -1.18015  0.30639  -1.25612
C  -1.52336  1.58227  -0.90996
C  -1.57698  2.46106  -2.01896
C  -1.29077  1.82122  -3.18908
S  -0.94748  0.17103  -2.94677
C  -0.46712  -2.06041  -0.96011
C  0.76290  -2.07059  -1.54854
C  1.16546  -3.36371  -1.96250
C  0.23031  -4.30703  -1.66951
S  -1.12342  -3.64591  -0.87155
H  -2.17388  -2.28471  1.97875
H  -4.75676  -2.71154  2.14818
H  -6.02166  -1.68980  0.08983
H  -1.76138  1.86076  0.10540
H  -1.82838  3.50914  -1.95747
H  -1.25922  2.23812  -4.18154
H  1.38917  -1.19560  -1.65053
H  2.12263  -3.57738  -2.40837
H  0.28211  -5.36642  -1.85458
O  3.51516  -2.99527  -0.04668
Se  2.97503  -3.54493  1.37196
O  3.62116  -2.72161  2.63041
O  1.30957  -2.89769  1.45635
O  2.77860  -5.12274  1.55832

Molecular formula: C16H22BF4GeNPdSe
Method: DFT, wB97M-V/def2-TZVPD

## Properties
E_HOMO: -0.3354 Eh
LUMO level: -0.6628 eV

Atoms and positions in Å:
Pd  -0.16130  -0.93593  0.09998
C  -2.17327  2.80074  0.59402
C  -1.01363  2.02567  1.14816
C  -0.92327  1.74344  2.50202
C  0.14824  1.01935  3.02291
C  1.16823  0.58734  2.20145
C  1.11679  0.87275  0.82828
C  0.01494  1.56864  0.30962
H  -2.22208  3.79209  1.04814
H  -3.10610  2.28041  0.80704
H  -2.08979  2.91965  -0.48565
H  -1.71661  2.06914  3.16306
H  0.17501  0.79751  4.08151
H  2.01291  0.04993  2.61125
H  1.97861  0.68124  0.20122
H  -0.00527  1.85090  -0.73603
C  -0.96622  0.36124  -3.28371
Ge  0.86463  -0.26451  -3.05061
C  2.12413  1.20554  -2.74471
C  1.50850  -1.25076  -4.61392
C  1.01978  -1.40670  -1.44176
H  -0.95425  1.33214  -3.78165
H  -1.48386  0.46198  -2.32822
H  -1.53156  -0.33339  -3.90535
H  2.15482  1.83227  -3.63714
H  3.12917  0.81528  -2.57743
H  1.85632  1.83533  -1.89823
H  1.78623  -0.55196  -5.40387
H  0.73739  -1.91282  -5.00229
H  2.38809  -1.84340  -4.36031
H  2.05631  -1.57013  -1.13812
Se  0.06121  -3.00427  -1.12548
C  -1.33814  -2.98859  -2.44766
C  -1.05999  -3.49890  -3.70651
C  -2.08193  -3.49445  -4.64460
N  -3.30899  -3.04723  -4.39192
C  -3.55893  -2.59740  -3.16556
C  -2.61248  -2.54607  -2.14800
H  -0.08359  -3.88881  -3.96159
H  -1.90073  -3.87047  -5.64551
H  -4.56759  -2.24973  -2.97572
H  -2.87985  -2.16376  -1.17378
F  -3.73172  -1.89868  0.90020
B  -3.08153  -0.68969  1.06982
F  -2.85429  -0.08554  -0.18637
F  -1.75201  -0.96879  1.61733
F  -3.72815  0.17011  1.92888

Which value of LUMO level does entry 3 give?
-1.4475 eV

Which value of LUMO level does entry 2 give?
0.5573 eV

What is the E_HOMO in the third record?
-0.3143 Eh